[1]
The following is a DFT calculation (ωB97M-V/def2-TZVPD) of 3 unconnected molecules or ions with the total composition C19H43I2N2O7PS.

Gap between HOMO and LUMO: 0.3076 Eh
HOMO: -0.3199 Ha
F_max: 0.90 eV/A
DFT total energy: -2720.723432 hartree

ORCA input file:
```
! wB97M-V def2-TZVPD RIJCOSX def2/J DEFGRID3
* xyz 0 1
C 0.304 -5.584 -1.709
O 1.459 -4.778 -1.848
C 2.676 -5.468 -1.968
C 3.700 -5.007 -0.959
O 4.876 -5.144 -1.085
O 3.122 -4.426 0.123
C 3.843 -4.437 1.343
P 4.206 -2.656 1.703
S 5.284 -1.742 0.384
C 3.003 -5.178 2.396
I 2.826 -7.192 1.667
C 1.684 -4.458 2.748
C 1.825 -3.618 4.015
I 0.062 -5.825 3.124
H -0.538 -5.032 -2.129
H 0.099 -5.801 -0.654
H 0.398 -6.525 -2.262
H 2.550 -6.546 -1.833
H 3.111 -5.254 -2.951
H 4.812 -4.938 1.276
H 4.715 -2.680 3.010
H 2.933 -2.095 1.835
H 3.585 -5.282 3.314
H 1.327 -3.888 1.891
H 2.321 -4.195 4.798
H 0.843 -3.306 4.372
H 2.388 -2.699 3.832
C -2.819 1.994 0.345
O -3.607 1.325 1.310
C -4.521 0.374 0.784
C -4.103 -1.040 1.118
N -2.899 -1.421 0.395
C -2.286 -2.670 0.836
C -1.789 -2.778 2.269
O -0.656 -1.973 2.560
C -0.923 -0.621 2.884
H -2.314 2.816 0.846
H -2.057 1.342 -0.097
H -3.440 2.404 -0.457
H -4.631 0.500 -0.298
H -5.493 0.567 1.246
H -4.912 -1.723 0.840
H -3.981 -1.096 2.209
H -2.218 -0.678 0.478
H -1.433 -2.859 0.177
H -3.002 -3.481 0.664
H -1.441 -3.804 2.419
H -2.582 -2.597 3.005
H -1.873 -0.518 3.415
H -0.938 0.020 1.998
H -0.119 -0.274 3.533
C -1.620 5.610 0.072
O -1.257 4.630 -0.878
C -1.994 4.679 -2.094
C -1.141 5.158 -3.246
N -0.801 6.566 -3.108
C 0.207 7.052 -4.044
C 1.599 6.432 -4.004
O 2.342 6.732 -2.840
C 2.083 5.912 -1.718
H -1.133 5.346 1.010
H -1.293 6.615 -0.215
H -2.703 5.627 0.232
H -2.884 5.305 -1.980
H -2.325 3.660 -2.314
H -1.701 5.020 -4.176
H -0.256 4.508 -3.291
H -0.477 6.734 -2.165
H 0.322 8.124 -3.866
H -0.187 6.940 -5.059
H 2.165 6.864 -4.833
H 1.577 5.348 -4.170
H 1.839 4.888 -2.014
H 1.273 6.305 -1.096
H 2.989 5.894 -1.113
*
```

=====

[2]
The following is a DFT calculation (ωB97M-V/def2-TZVPD) of a molecular structure, C19H43InOP3S2.

Gap between HOMO and LUMO: 0.1765 Eh
HOMO: -0.5784 Ha
F_max: 3.21 eV/A
Relative energy (zero: lowest compared OMol25 entry of this formula, charge and spin): 282.8 kJ/mol
DFT total energy: -2834.440985 hartree

ORCA input file:
```
! wB97M-V def2-TZVPD RIJCOSX def2/J DEFGRID3
* xyz 3 1
In 0.536 -1.308 -1.164
P -0.548 1.723 0.861
P -2.089 -1.338 -1.236
P 2.441 0.648 -0.944
H 0.687 -2.729 -3.731
C 1.678 -2.743 -3.211
C 1.866 -2.882 -1.826
H 1.380 -3.822 -1.435
C -1.102 3.297 0.071
C -2.043 1.442 1.897
C 0.513 2.465 2.178
C -2.595 -2.660 -2.390
C -2.925 -1.771 0.307
C -2.976 0.117 -1.851
C 3.791 0.240 -2.109
C 3.402 0.809 0.615
C 2.199 2.412 -1.369
H 2.556 -2.854 -3.902
H 2.908 -2.628 -1.480
H -1.361 4.029 0.850
H -1.981 3.102 -0.555
H -0.300 3.696 -0.561
H -2.231 2.337 2.508
H -1.863 0.583 2.559
H -2.917 1.238 1.266
H -0.073 3.218 2.725
H 1.405 2.935 1.746
H 0.826 1.673 2.870
H -3.681 -2.716 -2.416
H -2.180 -3.622 -2.041
H -2.202 -2.456 -3.401
H -3.979 -1.975 0.092
H -2.857 -0.961 1.042
H -2.454 -2.663 0.724
H -4.047 -0.079 -1.799
H -2.709 0.335 -2.893
H -2.747 1.010 -1.250
H 4.641 0.894 -1.890
H 3.459 0.390 -3.145
H 4.105 -0.810 -1.999
H 4.311 1.383 0.395
H 3.691 -0.183 0.984
H 2.822 1.320 1.396
H 3.098 2.777 -1.882
H 2.035 3.043 -0.484
H 1.349 2.531 -2.046
C 0.541 -0.834 -6.067
C 0.506 0.645 -6.316
C -0.710 1.242 -5.696
C -1.844 0.481 -5.517
C -1.767 -0.918 -5.458
C -0.593 -1.601 -5.757
S 2.107 -1.244 -5.914
H 1.508 0.932 -5.925
H 0.495 0.803 -7.412
H -0.695 2.299 -5.493
H -2.810 0.993 -5.436
H -2.677 -1.437 -5.162
H -0.480 -2.704 -5.772
C 0.190 -2.458 3.579
S 1.302 -2.125 2.202
C 2.409 -3.530 2.312
O 0.392 -2.469 1.011
H 0.711 -2.292 4.533
H -0.146 -3.495 3.473
H -0.666 -1.774 3.497
H 1.882 -4.325 2.866
H 2.641 -3.866 1.292
H 3.333 -3.245 2.834
*
```

=====

[3]
The following is a DFT calculation (ωB97M-V/def2-TZVPD) of a molecular structure, C19H43IrOP3SSe.

Gap between HOMO and LUMO (alpha / beta): 0.2544 / 0.1904 Eh
HOMO (alpha / beta): -0.6633 / -0.7609 Ha
F_max: 3.41 eV/A
Relative energy (zero: lowest compared OMol25 entry of this formula, charge and spin): 63.4 kJ/mol
DFT total energy: -4751.256225 hartree

ORCA input file:
```
! wB97M-V def2-TZVPD RIJCOSX def2/J DEFGRID3
* xyz 4 6
Ir -0.143 0.070 0.101
P 0.248 1.844 1.647
P -2.377 0.318 -0.009
P 2.061 -0.299 -0.330
H -1.799 -2.133 -2.962
C -0.907 -2.547 -2.472
C -0.611 -2.461 -1.159
H -1.385 -2.288 -0.393
C 0.257 3.597 1.058
C -0.997 1.941 3.066
C 1.838 1.779 2.625
C -3.088 -0.426 -1.512
C -3.023 -0.567 1.416
C -3.186 1.958 0.009
C 2.397 -1.467 -1.695
C 2.844 -1.069 1.115
C 3.102 1.137 -0.835
H -0.222 -3.041 -3.181
H 0.275 -3.029 -0.832
H 0.526 4.301 1.850
H -0.724 3.886 0.675
H 1.006 3.703 0.273
H -0.802 2.805 3.718
H -0.918 1.024 3.668
H -2.008 2.034 2.670
H 1.969 2.667 3.266
H 2.682 1.758 1.934
H 1.855 0.891 3.262
H -4.166 -0.228 -1.528
H -2.915 -1.501 -1.574
H -2.644 0.036 -2.405
H -4.118 -0.595 1.377
H -2.714 -0.083 2.352
H -2.633 -1.586 1.427
H -4.271 1.805 0.019
H -2.950 2.534 -0.892
H -2.910 2.550 0.884
H 3.487 -1.532 -1.792
H 1.976 -1.088 -2.636
H 1.972 -2.451 -1.472
H 3.726 -1.618 0.772
H 2.098 -1.736 1.569
H 3.148 -0.312 1.844
H 4.005 0.732 -1.308
H 3.376 1.765 0.021
H 2.551 1.736 -1.573
C 0.309 1.193 -3.781
C 0.114 -0.145 -4.109
C 0.654 -0.629 -5.274
C 1.324 0.260 -6.110
C 1.520 1.611 -5.768
C 1.006 2.091 -4.548
Se -0.403 1.898 -2.091
H -0.086 0.456 -1.778
H -0.403 -0.811 -3.414
H 0.507 -1.692 -5.463
H 1.736 -0.177 -7.021
H 2.078 2.223 -6.499
H 1.149 3.096 -4.184
C -1.487 -3.265 4.227
S -0.563 -1.742 4.091
C 0.179 -1.660 5.717
O 0.552 -1.959 3.121
H -2.156 -3.187 5.097
H -0.790 -4.109 4.356
H -2.102 -3.382 3.316
H -0.376 -0.917 6.287
H 1.207 -1.307 5.607
H 0.148 -2.659 6.162
*
```

=====

[4]
The following is a DFT calculation (ωB97M-V/def2-TZVPD) of a molecular structure, C19H43OP3RhS.

Gap between HOMO and LUMO (alpha / beta): 0.2408 / 0.1612 Eh
HOMO (alpha / beta): -0.5597 / -0.6513 Ha
F_max: 2.91 eV/A
Relative energy (zero: lowest compared OMol25 entry of this formula, charge and spin): 83.1 kJ/mol
DFT total energy: -2356.655354 hartree

ORCA input file:
```
! wB97M-V def2-TZVPD RIJCOSX def2/J DEFGRID3
* xyz 3 5
Rh 0.034 0.138 -0.506
P -0.654 1.745 0.950
P -2.153 -0.542 -0.979
P 2.212 0.918 -0.522
H 0.059 -2.357 -8.082
C 1.128 -2.538 -7.902
C 1.494 -3.745 -7.444
H 0.720 -4.493 -7.245
C -1.121 3.236 0.004
C -2.086 1.482 2.061
C 0.505 2.372 2.233
C -2.335 -2.039 -1.996
C -3.229 -1.037 0.386
C -3.132 0.741 -1.803
C 3.393 0.190 -1.710
C 3.114 0.649 1.038
C 2.249 2.703 -0.951
H 1.835 -1.759 -8.213
H 2.536 -4.070 -7.358
H -1.422 4.029 0.698
H -1.956 3.006 -0.666
H -0.279 3.589 -0.599
H -2.186 2.348 2.738
H -1.917 0.597 2.678
H -3.020 1.375 1.504
H -0.021 3.098 2.873
H 1.386 2.867 1.812
H 0.822 1.543 2.873
H -3.399 -2.281 -2.024
H -1.789 -2.876 -1.555
H -1.967 -1.897 -3.013
H -4.185 -0.518 0.264
H -2.839 -0.815 1.377
H -3.410 -2.113 0.335
H -4.016 0.246 -2.214
H -2.575 1.217 -2.612
H -3.443 1.500 -1.079
H 4.336 0.749 -1.713
H 2.997 0.176 -2.727
H 3.609 -0.846 -1.434
H 4.117 1.086 0.988
H 3.202 -0.429 1.203
H 2.589 1.080 1.888
H 3.253 2.990 -1.294
H 1.978 3.339 -0.097
H 1.541 2.907 -1.764
C 0.783 -1.370 -3.275
C 0.740 -0.068 -3.818
C 0.273 0.095 -5.125
C -0.242 -0.985 -5.846
C -0.309 -2.262 -5.259
C 0.362 -2.476 -4.069
S 1.030 -1.752 -1.623
H -0.751 -0.245 -1.960
H 1.018 0.794 -3.225
H 0.313 1.086 -5.580
H -0.559 -0.856 -6.892
H -0.794 -3.079 -5.788
H 0.518 -3.468 -3.666
C 0.158 -3.315 3.218
C -0.444 -2.344 2.241
O 0.470 -1.307 1.781
H 0.983 -3.868 2.752
H -0.624 -4.032 3.488
H 0.511 -2.819 4.131
H -0.786 -2.839 1.321
H -1.309 -1.841 2.698
H 0.995 -0.985 2.554
*
```